No. 1
85
Properties=species:S:1:pos:R:3 method="wB97M-V/def2-TZVPD" spin_multiplicity=1 e_homo_ev=-4.305 charge=-1 lumo_energy_ev=1.918 max_force_ha_per_bohr=0.0356
N -7.9917 -2.8605 1.3685
C -7.3741 -2.8350 2.7113
C -6.2860 -3.8992 2.8929
In -4.1950 -3.1709 2.5715
C -3.9397 -2.0431 0.6335
C -2.4287 -1.8503 0.4372
C -2.0428 -1.0101 -0.7920
C -0.7497 -0.2252 -0.5328
C 0.5248 -1.0915 -0.7082
C 1.7156 -0.1973 -1.1227
C 1.9635 0.8852 -0.0583
C 3.4233 1.4108 -0.1810
C 3.5569 2.8274 0.4168
C 4.4885 2.8382 1.6476
C 5.2377 4.1703 1.7682
C 5.8972 4.3847 3.1186
N 7.1147 3.6013 3.3290
C 7.8746 3.7442 4.4558
C 8.9042 2.8803 4.3829
C 8.7971 2.1793 3.1596
C 7.6934 2.6606 2.5445
H -7.6399 -3.6582 0.8580
H -7.7870 -2.0070 0.8720
H -7.0368 -1.8243 2.9427
H -8.1756 -3.0496 3.4291
H -6.3679 -4.2847 3.9090
H -6.4823 -4.7432 2.2270
H -3.1447 -4.6322 2.4151
H -3.5505 -2.1685 3.9011
H -4.4519 -1.0790 0.6306
H -4.3146 -2.6435 -0.2016
H -2.0556 -1.3971 1.3575
H -1.9684 -2.8366 0.3665
H -2.8267 -0.3077 -1.0715
H -1.8706 -1.6904 -1.6261
H -0.7379 0.1108 0.5010
H -0.6492 0.6517 -1.1760
H 0.3406 -1.8478 -1.4695
H 0.7651 -1.5483 0.2478
H 2.5971 -0.8406 -1.1039
H 1.5233 0.2251 -2.1053
H 1.8661 0.3787 0.8998
H 1.2781 1.7206 -0.1423
H 4.0565 0.6845 0.3194
H 3.6733 1.4211 -1.2327
H 2.5886 3.2596 0.6521
H 4.0334 3.4782 -0.3195
H 5.2170 2.0514 1.4797
H 3.9284 2.6043 2.5522
H 4.4890 4.9516 1.6437
H 5.9582 4.2337 0.9537
H 5.1807 4.0320 3.8628
H 6.0933 5.4301 3.3414
H 7.6468 4.4387 5.2417
H 9.6696 2.7306 5.1221
H 9.4405 1.4099 2.7814
H 7.2948 2.3838 1.5870
C -9.9271 -1.6762 -0.8154
C -9.5716 -0.2080 -0.8449
O -9.4350 0.2749 -2.2020
C -10.5517 0.6146 -2.8175
O -11.6623 0.5695 -2.3736
C -10.2227 1.1412 -4.2243
F -9.3215 0.3722 -4.8433
F -9.7217 2.3832 -4.1510
F -11.3150 1.1856 -4.9855
H -9.1984 -2.2581 -1.3808
H -9.9451 -2.0430 0.2076
H -10.9050 -1.8502 -1.2684
H -8.6024 -0.0429 -0.3779
H -10.3022 0.3941 -0.3069
C 6.6357 -2.4849 -4.8737
C 6.4612 -2.6129 -3.3760
O 6.8632 -1.4048 -2.7036
C 5.9543 -0.4390 -2.6586
O 4.8541 -0.4748 -3.1209
C 6.5086 0.7560 -1.8683
F 7.7708 1.0392 -2.2161
F 6.5087 0.4948 -0.5547
F 5.7721 1.8443 -2.0795
H 7.6612 -2.2035 -5.1157
H 6.4044 -3.4301 -5.3635
H 5.9795 -1.7153 -5.2797
H 7.1067 -3.3961 -2.9838
H 5.4358 -2.8666 -3.1111



No. 2
83
Properties=species:S:1:pos:R:3 method="wB97M-V/def2-TZVPD" spin_multiplicity=1 e_homo_ev=-13.884 charge=+2 lumo_energy_ev=-6.284 relative_energy_kcal_mol=5.1 max_force_ha_per_bohr=0.0082
Au -0.0559 -0.0328 0.3169
N -1.2961 -1.5748 -0.2509
C -2.6363 -1.0410 -0.6506
C -2.9955 0.1290 0.2374
N -1.9212 1.1580 0.1349
H -0.8671 -2.0780 -1.0291
H -1.3869 -2.2472 0.5093
H -3.3947 -1.8209 -0.5913
H -2.5496 -0.7313 -1.6904
H -3.0488 -0.1865 1.2808
H -3.9717 0.5274 -0.0404
H -2.0028 1.8182 0.9038
H -2.0311 1.6977 -0.7199
N 1.7271 1.1468 -4.2736
C 1.7338 0.7856 -2.9730
N 0.5451 0.7728 -2.4220
C -0.3179 1.1716 -3.4530
C -1.7036 1.3579 -3.4787
C -2.2934 1.7639 -4.6567
C -1.5316 1.9889 -5.8140
C -0.1651 1.8139 -5.8169
C 0.4163 1.4048 -4.6205
H 2.5343 1.2078 -4.8723
H 2.6506 0.5315 -2.4695
H -2.3146 1.1828 -2.6055
H -3.3637 1.9129 -4.6978
H -2.0294 2.3063 -6.7193
H 0.4222 1.9883 -6.7080
C 3.6012 1.2335 6.6024
C 3.8303 2.6385 6.0669
N 3.0233 2.9411 4.8744
C 1.8641 3.8178 5.0219
C 0.6842 3.1356 5.6953
C 3.4031 2.3828 3.7178
O 4.3698 1.6515 3.5766
C 2.5674 2.6132 2.4757
C 2.7372 3.6795 1.6051
C 2.0557 3.6741 0.3976
C 1.2546 2.5985 0.0747
N 1.1064 1.5567 0.9130
C 1.7380 1.5782 2.0961
H 4.2027 1.0769 7.4970
H 3.9034 0.4925 5.8636
H 2.5558 1.0724 6.8676
H 4.8790 2.7700 5.8021
H 3.5765 3.3882 6.8157
H 1.5763 4.1914 4.0397
H 2.1782 4.6876 5.6010
H 0.3600 2.2624 5.1232
H -0.1545 3.8267 5.7782
H 0.9411 2.8021 6.7001
H 3.4002 4.4964 1.8611
H 2.1552 4.4862 -0.3083
H 0.7494 2.5241 -0.8789
H 1.6057 0.7292 2.7504
C 1.2048 -2.6358 -2.0401
Si 2.2203 -2.4800 -0.4690
C 2.5080 -4.2160 0.1391
C 3.8790 -1.6921 -0.7944
C 1.4268 -1.3700 0.8868
Si 0.8516 -2.1095 2.5532
C -0.4268 -1.0167 3.4146
C -0.0162 -3.7592 2.3723
C 2.3861 -2.2881 3.5811
H 1.8754 -3.0446 -2.8013
H 0.8064 -1.7024 -2.4387
H 0.4038 -3.3775 -1.9459
H 3.0802 -4.7318 -0.6375
H 1.5897 -4.7819 0.2883
H 3.1015 -4.2591 1.0535
H 4.4027 -2.1866 -1.6148
H 4.5067 -1.7878 0.0954
H 3.8184 -0.6284 -1.0208
H 2.2807 -0.7219 1.1109
H -1.4289 -1.2469 3.0364
H -0.2891 0.0639 3.3643
H -0.4370 -1.2861 4.4745
H -0.7782 -3.8095 1.5887
H -0.5341 -3.9672 3.3119
H 0.6778 -4.5791 2.1953
H 2.8522 -1.3318 3.8304
H 3.1329 -2.8881 3.0570
H 2.1510 -2.8022 4.5160



No. 3
93
Properties=species:S:1:pos:R:3 method="wB97M-V/def2-TZVPD" spin_multiplicity=1 e_homo_ev=-9.000 charge=0 lumo_energy_ev=0.084 max_force_ha_per_bohr=0.0161 smiles="CCN[C@@](S)(O[C@](C)(N)[C@](CC=O)(CCCCl)O[C@@](N)(CC(=O)F)C(=O)NC(=O)F)[C@H](C)CC.COC(=O)OC.COC(=O)OC"
C -3.5871 1.4316 3.1531
C -3.3462 0.0114 3.6839
N -1.9691 -0.4496 3.6777
C -1.2244 -0.7907 2.5207
S -2.2352 -0.8668 0.9790
O -0.1356 0.1123 2.1851
C 0.4184 1.0677 3.0926
C 0.8747 0.4694 4.4279
N -0.5260 2.1109 3.3732
C 1.6423 1.6647 2.2776
C 2.8502 0.7111 2.1917
C 2.6843 -0.7588 1.9093
O 3.4470 -1.3488 1.1741
C 2.1781 2.9370 3.0011
C 1.6707 4.2884 2.4985
C 1.7226 5.2869 3.6531
Cl 1.3041 6.9328 3.1194
O 1.0711 2.1074 1.0339
C 1.4997 1.6713 -0.2214
N 1.2084 0.2880 -0.5160
C 0.6374 2.4951 -1.2305
C 0.9417 3.9674 -1.2984
O 0.7860 4.7888 -0.4634
F 1.4292 4.3110 -2.5093
C 2.9709 2.0356 -0.5171
O 3.4936 2.9828 -0.0167
N 3.7190 1.1796 -1.4314
C 3.3275 1.0990 -2.7591
O 2.9929 0.1313 -3.3620
F 3.4090 2.2960 -3.3353
C -0.6420 -2.2316 2.6979
C 0.0703 -2.7628 1.4423
C -1.7612 -3.2172 3.1158
C -1.3706 -4.6998 3.0210
H -2.9349 1.6559 2.3165
H -3.4269 2.1620 3.9432
H -4.6265 1.5029 2.8278
H -4.0300 -0.6980 3.2065
H -3.6405 0.0239 4.7371
H -1.7332 -1.0216 4.4684
H -2.2255 0.4421 0.7061
H 1.7174 1.0205 4.8456
H 1.1822 -0.5689 4.3353
H 0.0572 0.5388 5.1430
H -0.7265 2.7052 2.5834
H -0.3629 2.6179 4.2265
H 3.6130 1.0670 1.5014
H 3.3249 0.7525 3.1780
H 1.8779 -1.3050 2.4104
H 1.9759 2.8659 4.0719
H 3.2659 2.9447 2.8990
H 2.2837 4.6823 1.6910
H 0.6462 4.2653 2.1378
H 2.7025 5.3088 4.1282
H 0.9884 5.0171 4.4138
H 1.9855 -0.3450 -0.4142
H 0.4344 -0.0067 0.0706
H 0.7067 2.0341 -2.2118
H -0.3926 2.4012 -0.8826
H 3.8433 0.2376 -1.0700
H 0.0754 -2.2116 3.5240
H -0.6315 -3.2858 0.7931
H 0.8451 -3.4791 1.7164
H 0.5275 -1.9744 0.8536
H -1.9927 -3.0269 4.1673
H -2.6819 -3.0114 2.5673
H -1.9319 -5.2678 3.7624
H -0.3058 -4.8532 3.1852
H -1.6494 -5.1131 2.0513
C -4.3859 -1.2408 -2.2956
O -4.8555 -2.3747 -3.0281
C -5.4683 -3.2914 -2.2810
O -5.6394 -3.2330 -1.0910
O -5.8589 -4.2856 -3.0773
C -6.5369 -5.3484 -2.4018
H -3.9091 -0.5879 -3.0208
H -5.2146 -0.7184 -1.8207
H -3.6599 -1.5437 -1.5418
H -7.4427 -4.9819 -1.9229
H -5.8873 -5.8056 -1.6579
H -6.7897 -6.0731 -3.1697
C 3.4278 -0.3656 -10.7098
O 2.5762 -0.2100 -9.5728
C 3.1047 -0.6526 -8.4288
O 4.1953 -1.1486 -8.3094
O 2.2233 -0.4520 -7.4562
C 2.6625 -0.8806 -6.1574
H 2.8718 0.0328 -11.5533
H 4.3523 0.1932 -10.5767
H 3.6563 -1.4164 -10.8779
H 3.5545 -0.3387 -5.8598
H 2.8598 -1.9513 -6.1643
H 1.8515 -0.6549 -5.4764